# 1
Formula: C3H6IO2P
Source: the Open Molecules 2025 dataset
Level of theory: ωB97M-V/def2-TZVPD

Positions of all 13 atoms, in Å:
C1 0.41 1.99 -0.67
O1 1.09 0.99 -1.45
P1 1.27 -0.51 -0.93
I1 2.42 -0.34 1.17
C2 -0.56 -1.03 -0.34
C3 -1.03 -1.59 1.03
O2 -1.32 -0.70 -1.24
H1 0.91 2.07 0.25
H2 -0.62 1.55 -0.47
H3 0.65 2.85 -1.27
H4 -2.11 -1.78 1.17
H5 -0.68 -0.95 1.81
H6 -0.43 -2.55 0.95

Values from the calculation:
Lowest unoccupied orbital energy: 0.22 eV
Relative energy (zero: lowest compared OMol25 entry of this formula, charge and spin): 10.2 kcal/mol
Gap between HOMO and LUMO: 0.328 hartree

# 2
Formula: C11H36N5O10
Source: the Open Molecules 2025 dataset
Level of theory: ωB97M-V/def2-TZVPD

Positions of all 62 atoms, in Å:
N1 8.80 -0.03 -34.83
O1 7.62 -0.37 -34.56
O2 9.73 -0.44 -34.13
O3 9.12 0.75 -35.74
C1 11.68 -0.37 -35.42
O4 12.87 0.15 -36.06
H1 11.27 -1.12 -36.10
H2 12.10 -0.85 -34.53
H3 11.05 0.49 -35.18
H4 12.73 0.16 -37.01
C2 9.65 -1.22 -37.29
O5 10.19 -2.50 -37.35
H5 10.36 -0.44 -37.03
H6 9.03 -1.01 -38.17
H7 8.94 -1.32 -36.46
H8 11.00 -2.49 -37.85
C3 6.72 -2.71 -36.35
O6 7.30 -1.45 -36.50
H9 6.05 -2.74 -35.48
H10 6.25 -3.03 -37.28
H11 7.49 -3.46 -36.17
H12 7.21 -1.11 -35.60
C4 9.86 -3.56 -34.50
O7 10.04 -3.55 -33.32
N2 9.25 -4.46 -35.21
N3 10.24 -2.58 -35.24
H13 8.99 -5.29 -34.70
H14 9.11 -4.40 -36.21
H15 10.28 -1.65 -34.83
H16 10.27 -2.55 -36.25
C5 12.63 -0.82 -32.17
O8 12.15 -1.59 -31.41
N4 11.97 0.05 -32.95
N5 13.87 -0.68 -32.35
H17 10.98 -0.12 -33.05
H18 12.43 0.69 -33.57
H19 14.59 -1.24 -31.93
H20 14.13 -0.16 -33.18
C6 5.36 2.64 -33.04
C7 6.30 1.74 -33.92
C8 7.69 2.36 -33.92
O9 6.36 0.44 -33.35
H21 6.00 2.91 -32.20
H22 4.47 2.22 -32.58
H23 4.99 3.56 -33.50
H24 5.91 1.52 -34.92
H25 8.49 1.67 -34.17
H26 7.95 2.61 -32.89
H27 7.85 3.19 -34.60
H28 7.08 0.02 -33.83
C9 8.25 2.98 -37.13
C10 9.75 2.89 -36.98
C11 10.15 3.16 -35.58
O10 10.16 1.57 -37.20
H29 7.89 2.70 -38.12
H30 7.90 4.01 -37.04
H31 7.61 2.46 -36.41
H32 10.28 3.65 -37.56
H33 9.90 2.43 -34.81
H34 9.66 4.12 -35.46
H35 11.22 3.39 -35.61
H36 9.47 1.01 -36.84

Values from the calculation:
Lowest unoccupied orbital energy: 2.52 eV
Relative energy (zero: lowest compared OMol25 entry of this formula, charge and spin): 362.6 kcal/mol
Gap between HOMO and LUMO: 0.291 hartree
Charge: -1

# 3
Formula: C26H62FN2O12PS
Source: the Open Molecules 2025 dataset
Level of theory: ωB97M-V/def2-TZVPD

Positions of all 105 atoms, in Å:
C1 -2.22 4.81 3.97
C2 -2.75 3.45 4.27
O1 -3.11 2.66 3.44
N1 -2.81 3.11 5.67
C3 -4.00 3.70 6.32
P1 -2.48 1.48 6.03
F1 -4.09 1.04 6.11
C4 -2.10 0.11 4.89
C5 -1.11 0.33 3.72
C6 -1.37 -0.66 2.56
C7 -2.13 -0.06 1.37
N2 -3.59 0.04 1.49
S1 -0.33 2.08 6.22
C8 -0.28 3.12 7.68
O2 0.05 2.92 5.09
O3 0.46 0.89 6.51
H1 -1.19 4.69 3.63
H2 -2.83 5.28 3.19
H3 -2.21 5.44 4.86
H4 -4.91 3.55 5.73
H5 -4.14 3.25 7.30
H6 -3.83 4.77 6.46
H7 -2.44 1.21 7.41
H8 -3.07 -0.25 4.54
H9 -1.68 -0.67 5.53
H10 -1.13 1.35 3.34
H11 -0.11 0.16 4.11
H12 -0.42 -1.08 2.22
H13 -1.96 -1.50 2.94
H14 -1.73 0.94 1.14
H15 -1.92 -0.67 0.49
H16 -4.02 -0.85 1.27
H17 -3.88 0.30 2.42
H18 0.27 2.61 8.46
H19 0.22 4.05 7.37
H20 -1.30 3.37 8.00
C9 3.05 1.76 4.32
O4 3.53 2.45 3.18
C10 3.06 3.77 3.06
C11 4.11 4.69 2.48
O5 5.18 4.99 3.36
C12 6.15 3.99 3.60
C13 7.14 3.79 2.48
O6 6.54 3.18 1.34
C14 6.95 3.72 0.11
H21 2.02 1.43 4.18
H22 3.69 0.90 4.48
H23 3.09 2.40 5.21
H24 2.74 4.15 4.04
H25 2.19 3.79 2.39
H26 3.62 5.66 2.31
H27 4.46 4.32 1.52
H28 5.70 3.04 3.89
H29 6.73 4.36 4.45
H30 7.94 3.13 2.85
H31 7.59 4.75 2.21
H32 6.92 4.82 0.12
H33 6.25 3.36 -0.65
H34 7.96 3.40 -0.16
C15 0.25 2.98 -1.21
O7 -0.52 2.17 -2.07
C16 -1.20 2.87 -3.10
C17 -1.28 2.06 -4.36
O8 -0.05 1.91 -5.05
C18 0.93 1.03 -4.52
C19 0.63 -0.44 -4.72
O9 -0.45 -0.87 -3.92
C20 -1.34 -1.75 -4.57
H35 -0.38 3.49 -0.47
H36 0.95 2.33 -0.69
H37 0.82 3.73 -1.78
H38 -0.69 3.82 -3.31
H39 -2.22 3.09 -2.77
H40 -1.92 2.61 -5.05
H41 -1.75 1.09 -4.17
H42 1.13 1.25 -3.47
H43 1.83 1.25 -5.09
H44 1.54 -1.00 -4.44
H45 0.43 -0.63 -5.78
H46 -1.60 -1.39 -5.57
H47 -2.25 -1.80 -3.97
H48 -0.92 -2.76 -4.65
C21 -4.42 -8.44 -6.31
O10 -3.09 -8.28 -6.74
C22 -2.89 -7.18 -7.61
C23 -1.55 -6.52 -7.39
O11 -1.43 -5.78 -6.19
C24 -1.38 -6.47 -4.95
C25 -0.09 -7.21 -4.69
O12 0.06 -8.35 -5.53
C26 1.36 -8.54 -6.03
H49 -5.04 -8.90 -7.08
H50 -4.40 -9.10 -5.44
H51 -4.87 -7.49 -6.02
H52 -3.68 -6.43 -7.47
H53 -2.92 -7.53 -8.65
H54 -1.43 -5.78 -8.18
H55 -0.74 -7.25 -7.50
H56 -2.24 -7.12 -4.82
H57 -1.44 -5.68 -4.20
H58 -0.10 -7.54 -3.64
H59 0.76 -6.52 -4.83
H60 1.77 -7.60 -6.44
H61 1.29 -9.27 -6.84
H62 2.04 -8.92 -5.27

Values from the calculation:
Lowest unoccupied orbital energy: 0.34 eV
Relative energy (zero: lowest compared OMol25 entry of this formula, charge and spin): 0.0 kcal/mol
Gap between HOMO and LUMO: 0.337 hartree

# 4
Formula: C22H49N2P3PbSSe
Source: the Open Molecules 2025 dataset
Level of theory: ωB97M-V/def2-TZVPD

Positions of all 79 atoms, in Å:
Pb1 -0.55 1.27 1.37
P1 -0.63 -1.75 -0.94
P2 0.71 -1.28 2.30
P3 0.18 1.48 -1.98
H1 6.59 4.52 3.17
C1 6.07 5.37 2.71
C2 4.85 5.76 3.16
H2 4.39 5.31 4.04
C3 0.63 -2.88 -1.72
C4 -1.62 -3.07 -0.11
C5 -1.68 -1.58 -2.43
C6 1.79 -0.42 3.47
C7 -0.40 -2.16 3.46
C8 1.81 -2.64 1.80
C9 1.07 3.08 -1.93
C10 -1.30 2.04 -2.92
C11 1.13 0.75 -3.37
H3 6.67 5.91 1.97
H4 4.35 6.64 2.76
H5 0.13 -3.74 -2.19
H6 1.35 -3.25 -0.98
H7 1.19 -2.33 -2.50
H8 -1.87 -3.85 -0.84
H9 -2.56 -2.68 0.30
H10 -1.06 -3.53 0.72
H11 -2.04 -2.57 -2.76
H12 -1.13 -1.13 -3.27
H13 -2.55 -0.95 -2.22
H14 2.00 -1.13 4.28
H15 1.32 0.47 3.89
H16 2.73 -0.14 2.99
H17 0.25 -2.78 4.08
H18 -1.12 -2.79 2.91
H19 -0.94 -1.44 4.09
H20 2.11 -3.11 2.74
H21 2.68 -2.23 1.28
H22 1.30 -3.36 1.16
H23 1.01 3.54 -2.92
H24 2.12 2.93 -1.67
H25 0.62 3.76 -1.19
H26 -0.99 2.74 -3.71
H27 -2.01 2.54 -2.25
H28 -1.82 1.18 -3.38
H29 1.16 1.48 -4.19
H30 0.68 -0.18 -3.73
H31 2.16 0.53 -3.04
C12 4.26 0.97 0.25
C13 4.14 1.87 1.33
C14 5.14 2.83 1.46
C15 6.25 2.86 0.63
C16 6.38 1.89 -0.37
C17 5.36 0.98 -0.61
Se1 2.95 -0.26 -0.41
H32 2.17 1.00 -0.76
H33 3.32 1.82 2.06
H34 5.06 3.59 2.22
H35 7.02 3.63 0.77
H36 7.26 1.90 -1.00
H37 5.41 0.34 -1.49
C18 -3.76 -1.30 2.28
N1 -4.51 -1.16 1.03
C19 -5.89 -1.70 1.07
C20 -4.20 -0.12 0.20
S1 -3.03 1.08 0.57
N2 -4.94 0.00 -0.93
C21 -5.27 -1.21 -1.70
C22 -4.98 1.25 -1.67
H38 -3.98 -0.49 3.01
H39 -2.68 -1.29 2.08
H40 -4.04 -2.27 2.71
H41 -6.64 -0.96 0.79
H42 -5.97 -2.58 0.42
H43 -6.10 -2.04 2.10
H44 -6.30 -1.53 -1.48
H45 -5.24 -1.00 -2.79
H46 -4.58 -2.04 -1.50
H47 -4.92 2.10 -0.99
H48 -4.17 1.34 -2.42
H49 -5.96 1.28 -2.18

Values from the calculation:
Lowest unoccupied orbital energy (alpha / beta): -14.13 / -14.88 eV
Relative energy (zero: lowest compared OMol25 entry of this formula, charge and spin): 0.0 kcal/mol
Gap between HOMO and LUMO (alpha / beta): 0.173 / 0.143 hartree
Charge: +4

# 5
Formula: CH2S2
Source: the Open Molecules 2025 dataset
Level of theory: ωB97M-V/def2-TZVPD

Positions of all 5 atoms, in Å:
C1 -0.32 0.87 0.76
S1 -0.97 -0.71 0.81
S2 0.54 2.04 0.72
H1 0.47 -0.64 -1.46
H2 0.27 -1.55 -0.82

Values from the calculation:
Lowest unoccupied orbital energy: -0.50 eV
Relative energy (zero: lowest compared OMol25 entry of this formula, charge and spin): 66.6 kcal/mol
Gap between HOMO and LUMO: 0.314 hartree

# 6
Formula: C42H66As2N7O2PS2Si2W
Source: the Open Molecules 2025 dataset
Level of theory: ωB97M-V/def2-TZVPD

Positions of all 125 atoms, in Å:
W1 -0.08 -1.18 0.08
C1 -0.82 -6.70 -2.60
C2 -0.84 -5.27 -2.99
N1 -0.75 -4.80 -4.18
N2 -0.79 -3.45 -4.04
C3 -0.89 -3.06 -2.77
S1 -0.97 -1.46 -2.22
N3 -0.95 -4.23 -2.08
N4 -1.14 -4.32 -0.71
H1 -0.88 -7.32 -3.49
H2 -1.65 -6.94 -1.94
H3 0.11 -6.94 -2.08
H4 -0.78 -2.86 -4.86
H5 -0.48 -4.98 -0.32
H6 -2.09 -4.63 -0.52
O1 -0.78 0.90 2.41
H7 -0.12 1.09 3.07
H8 -1.59 1.35 2.70
O2 3.78 -0.51 0.75
H9 4.36 -1.27 0.90
H10 4.31 0.12 0.26
S2 2.66 -1.02 -2.20
C4 1.91 -1.95 -1.15
N5 1.31 -2.64 -0.38
C5 3.32 -3.51 4.86
C6 1.90 -2.93 4.82
N6 1.42 -2.56 3.48
C7 0.58 -3.54 2.80
C8 1.36 -4.77 2.34
C9 1.71 -1.36 2.94
C10 2.65 -0.47 3.71
N7 1.18 -0.92 1.83
H11 3.77 -3.31 5.84
H12 3.95 -3.07 4.10
H13 3.32 -4.59 4.71
H14 1.84 -2.06 5.48
H15 1.19 -3.67 5.21
H16 0.12 -3.07 1.94
H17 -0.21 -3.85 3.50
H18 2.02 -4.52 1.51
H19 0.65 -5.53 2.01
H20 1.95 -5.19 3.15
H21 3.53 -1.00 4.05
H22 2.14 -0.07 4.59
H23 2.98 0.36 3.08
H24 1.63 -0.03 1.61
C11 -4.51 -4.09 0.74
Si1 -4.24 -2.33 0.06
C12 -4.21 -2.40 -1.83
C13 -5.64 -1.15 0.53
As1 -2.16 -1.56 1.06
Si2 -3.07 -1.03 3.25
C14 -4.38 -2.29 3.76
C15 -1.74 -1.07 4.61
C16 -3.80 0.73 3.15
H25 -5.52 -4.20 1.16
H26 -3.80 -4.31 1.54
H27 -4.42 -4.85 -0.04
H28 -5.23 -2.52 -2.20
H29 -3.62 -3.23 -2.22
H30 -3.82 -1.47 -2.26
H31 -6.61 -1.61 0.35
H32 -5.60 -0.24 -0.08
H33 -5.59 -0.84 1.57
H34 -3.92 -3.25 4.00
H35 -5.12 -2.48 2.98
H36 -4.90 -1.94 4.65
H37 -1.01 -1.86 4.42
H38 -2.22 -1.29 5.57
H39 -1.20 -0.13 4.72
H40 -4.88 0.71 3.29
H41 -3.62 1.19 2.18
H42 -3.40 1.38 3.94
C17 0.15 1.67 -2.23
C18 0.22 3.17 -2.52
As2 0.82 3.63 -4.39
C19 1.67 5.32 -3.87
C20 2.84 5.72 -4.49
C21 3.49 6.88 -4.10
C22 2.96 7.67 -3.10
C23 1.76 7.31 -2.51
C24 1.11 6.14 -2.89
C25 2.45 2.51 -4.36
C26 2.49 1.40 -5.19
C27 3.60 0.56 -5.21
C28 4.68 0.84 -4.39
C29 4.65 1.95 -3.55
C30 3.54 2.78 -3.54
P1 -0.11 1.26 -0.42
C31 1.21 2.25 0.37
C32 1.02 3.03 1.51
C33 2.07 3.79 2.03
C34 3.32 3.76 1.43
C35 3.53 2.94 0.33
C36 2.49 2.19 -0.19
C37 -1.68 2.20 -0.24
C38 -1.70 3.57 -0.01
C39 -2.89 4.28 -0.08
C40 -4.07 3.63 -0.41
C41 -4.06 2.27 -0.66
C42 -2.88 1.55 -0.58
H43 1.06 1.17 -2.57
H44 -0.68 1.22 -2.77
H45 0.90 3.68 -1.84
H46 -0.77 3.61 -2.40
H47 3.27 5.11 -5.29
H48 4.42 7.17 -4.59
H49 3.47 8.57 -2.78
H50 1.32 7.94 -1.74
H51 0.17 5.88 -2.43
H52 1.64 1.19 -5.84
H53 3.62 -0.29 -5.87
H54 5.55 0.19 -4.40
H55 5.51 2.18 -2.93
H56 3.53 3.65 -2.90
H57 0.05 3.09 1.97
H58 1.89 4.43 2.88
H59 4.12 4.38 1.81
H60 4.50 2.91 -0.15
H61 2.66 1.58 -1.07
H62 -0.79 4.11 0.19
H63 -2.89 5.34 0.11
H64 -4.99 4.19 -0.49
H65 -4.98 1.77 -0.94
H66 -2.87 0.50 -0.81

Values from the calculation:
Expectation value of S²: 2.112
Multiplicity: 3
Lowest unoccupied orbital energy (alpha / beta): -6.27 / -5.77 eV
Relative energy (zero: lowest compared OMol25 entry of this formula, charge and spin): 0.0 kcal/mol
Gap between HOMO and LUMO (alpha / beta): 0.211 / 0.229 hartree
Charge: +2

# 7
Formula: C8H3F7N2O4S
Source: the Open Molecules 2025 dataset
Level of theory: ωB97M-V/def2-TZVPD

Positions of all 25 atoms, in Å:
O1 4.71 -1.67 0.00
C1 3.72 -1.74 0.71
O2 3.44 -2.49 1.66
C2 2.62 -0.75 0.40
C3 2.70 0.57 0.88
C4 1.68 1.40 0.55
C5 0.67 0.82 -0.24
S1 -0.67 1.92 -0.75
O3 -0.62 2.06 -2.17
O4 -0.55 3.16 -0.04
C6 -2.31 1.21 -0.21
F1 -2.40 1.25 1.12
F2 -3.19 2.08 -0.69
C7 -2.69 -0.21 -0.77
F3 -2.03 -0.46 -1.91
F4 -3.99 -0.17 -1.09
C8 -2.53 -1.38 0.26
F5 -3.63 -1.48 0.98
F6 -2.36 -2.51 -0.43
F7 -1.47 -1.23 1.05
N1 0.57 -0.40 -0.66
N2 1.60 -1.18 -0.31
H1 3.54 0.90 1.46
H2 1.65 2.43 0.86
H3 1.56 -2.15 -0.62

Values from the calculation:
Lowest unoccupied orbital energy: -2.24 eV
Gap between HOMO and LUMO: 0.274 hartree